1.
The following is a quantum chemistry calculation of a structure of composition C29H26BrN6O3STl, from OMol25.

The value obtained for the HOMO-LUMO gap is 0.2143 hartree. Its charge is -2. As for the HOMO energy: -1.768 eV.

Structure (XYZ):
```
67
Properties=species:S:1:pos:R:3:mulliken_charge:R:1
Tl -0.508 -0.924 0.738 0.85
O -2.944 -0.423 2.151 -0.49
C -3.430 0.804 2.498 0.66
C -3.987 1.025 3.753 -0.73
C -4.541 2.256 4.070 -0.46
C -4.534 3.280 3.135 -0.75
C -3.949 3.057 1.893 -0.63
C -3.389 1.837 1.546 0.26
C -2.607 1.710 0.231 0.41
O -1.319 1.498 0.409 -0.80
N -3.318 0.649 -0.608 0.11
N -2.755 0.127 -1.690 -0.64
C -1.853 0.807 -2.301 -0.31
C -1.245 0.338 -3.534 0.68
Br -1.840 -1.354 -4.186 -0.14
C -0.371 1.070 -4.232 -0.58
C 0.350 0.752 -5.474 0.08
C 0.440 1.721 -6.476 -0.39
C 1.101 1.467 -7.668 -0.51
C 1.715 0.239 -7.877 -0.35
C 1.662 -0.722 -6.875 -0.62
C 0.989 -0.470 -5.689 -0.25
H -2.866 -1.003 2.923 0.09
H -3.968 0.219 4.481 0.28
H -4.971 2.412 5.053 0.38
H -4.964 4.245 3.375 0.35
H -3.908 3.864 1.169 0.32
H -2.835 2.643 -0.334 0.20
H -3.841 -0.041 -0.091 0.32
H -1.483 1.755 -1.919 0.19
H -0.182 2.061 -3.825 0.41
H -0.042 2.679 -6.319 0.39
H 1.137 2.227 -8.440 0.34
H 2.234 0.036 -8.805 0.35
H 2.157 -1.675 -7.013 0.37
H 0.974 -1.218 -4.906 0.41
N -1.947 -4.707 3.331 -0.57
C -1.493 -3.366 3.410 0.52
S -2.658 -2.207 3.995 -0.82
N -0.259 -3.205 3.105 -0.86
N 0.276 -1.950 2.984 0.53
C 1.165 -1.613 3.836 -0.92
C 2.007 -0.419 3.768 0.99
C 2.742 -0.085 4.906 -0.55
C 3.594 1.009 4.963 -0.66
C 3.723 1.798 3.811 -0.37
C 3.040 1.465 2.660 -0.58
C 2.168 0.338 2.578 -0.10
O 1.613 0.008 1.481 -0.45
H -2.937 -4.735 3.145 0.24
H -1.405 -5.233 2.658 0.26
H 1.343 -2.267 4.697 0.23
H 2.628 -0.715 5.784 0.29
H 4.143 1.241 5.868 0.35
H 4.371 2.670 3.821 0.34
H 3.135 2.070 1.764 0.37
C 4.174 -1.674 -0.688 -0.15
C 3.375 -2.787 -0.914 -0.57
C 2.082 -2.586 -1.366 -0.31
N 1.567 -1.378 -1.600 -0.15
C 2.342 -0.321 -1.378 0.09
C 3.651 -0.419 -0.924 -0.79
H 5.184 -1.788 -0.314 0.34
H 3.742 -3.789 -0.732 0.39
H 1.416 -3.425 -1.537 0.39
H 1.884 0.647 -1.549 0.38
H 4.226 0.475 -0.726 0.37
```



2.
The following is a quantum chemistry calculation of a structure of composition C29H26ClMnN9PTe, from OMol25.

The value obtained for the HOMO-LUMO gap (alpha / beta) is 0.2628 / 0.1385 hartree. As for the expectation value of S²: 8.93. As for the spin multiplicity: 6. Its charge is -1. As for the HOMO energy (alpha / beta): -4.873 / -2.719 eV.

Structure (XYZ):
```
68
Properties=species:S:1:pos:R:3:mulliken_charge:R:1
Mn -0.565 0.494 -1.825 0.21
N -3.965 -0.134 -1.801 -0.12
C -3.224 -0.667 -0.771 0.39
N -3.756 -1.421 0.178 -0.90
N -2.718 -1.724 0.976 -0.11
N -1.636 -1.193 0.528 -0.04
N -1.913 -0.493 -0.594 -0.26
C -3.438 0.327 -2.993 0.37
N -4.183 0.540 -4.064 -0.51
N -3.312 1.003 -4.983 -0.68
N -2.121 1.036 -4.501 -0.37
N -2.156 0.619 -3.208 0.22
H -4.921 -0.442 -1.848 0.27
Cl 1.240 -0.778 -0.058 -0.26
C 2.615 0.291 -0.002 1.03
C 3.548 0.060 0.998 -0.82
C 4.659 0.881 1.096 -0.46
C 4.831 1.924 0.200 -0.87
C 3.887 2.150 -0.789 -0.29
C 2.756 1.343 -0.910 -0.36
P 1.473 1.599 -2.184 1.34
C 1.918 3.276 -2.782 -0.38
C 2.736 3.504 -3.882 0.03
C 3.033 4.802 -4.278 -0.68
C 2.519 5.880 -3.573 -0.42
C 1.693 5.660 -2.478 -0.65
C 1.385 4.365 -2.094 -0.10
C 1.999 0.495 -3.540 0.46
C 1.126 0.355 -4.627 -0.38
C 1.396 -0.578 -5.621 -0.77
C 2.530 -1.373 -5.548 -0.44
C 3.401 -1.236 -4.474 -0.66
C 3.138 -0.310 -3.475 -0.35
H 3.391 -0.756 1.690 0.46
H 5.387 0.700 1.876 0.37
H 5.699 2.567 0.272 0.39
H 4.020 2.972 -1.480 0.35
H 3.140 2.663 -4.435 0.39
H 3.666 4.970 -5.140 0.39
H 2.750 6.891 -3.884 0.37
H 1.276 6.499 -1.934 0.39
H 0.715 4.187 -1.259 0.38
H 0.234 0.964 -4.709 0.51
H 0.705 -0.681 -6.447 0.44
H 2.734 -2.103 -6.322 0.37
H 4.286 -1.857 -4.408 0.39
H 3.822 -0.220 -2.640 0.35
C -4.840 -3.451 7.139 -1.44
C -3.715 -3.084 6.208 0.60
C -3.391 -3.882 5.123 -0.94
C -2.351 -3.563 4.254 1.06
C -2.086 -4.461 3.079 -1.63
C -1.611 -2.393 4.485 -0.45
Te -0.035 -1.876 3.194 0.41
C -1.937 -1.560 5.571 1.36
C -1.201 -0.277 5.850 -1.67
C -2.976 -1.926 6.417 -0.90
H -5.378 -4.328 6.779 0.34
H -5.554 -2.631 7.234 0.33
H -4.464 -3.674 8.140 0.31
H -3.969 -4.781 4.933 0.21
H -2.707 -5.355 3.137 0.36
H -1.037 -4.759 3.041 0.38
H -2.310 -3.930 2.152 0.33
H -1.207 0.375 4.976 0.37
H -0.153 -0.459 6.095 0.35
H -1.661 0.249 6.687 0.35
H -3.223 -1.282 7.255 0.28
```



3.
The following is a quantum chemistry calculation of a structure of composition C29H26ClN2O3PPdS2, from OMol25.

The value obtained for the HOMO-LUMO gap (alpha / beta) is 0.2843 / 0.2562 hartree. As for the expectation value of S²: 2.01. As for the spin multiplicity: 3. As for the HOMO energy (alpha / beta): -7.548 / -7.542 eV.

Structure (XYZ):
```
65
Properties=species:S:1:pos:R:3:mulliken_charge:R:1
Pd 0.559 -1.978 -0.489 0.68
Cl 3.247 -1.555 -1.198 -0.12
C 3.473 0.114 -0.742 0.58
C 4.757 0.520 -0.425 -0.66
C 4.976 1.831 -0.035 -0.53
C 3.915 2.723 0.035 -0.82
C 2.636 2.302 -0.291 -0.22
C 2.389 0.989 -0.691 -0.40
P 0.715 0.396 -1.093 1.70
C -0.391 1.666 -0.414 0.23
C -1.002 2.617 -1.230 -0.38
C -1.861 3.557 -0.680 -0.68
C -2.110 3.558 0.685 -0.67
C -1.496 2.621 1.503 -0.65
C -0.638 1.678 0.958 -0.06
C 0.591 0.593 -2.894 0.17
C 1.479 1.344 -3.656 -0.21
C 1.302 1.444 -5.030 -0.72
C 0.238 0.802 -5.644 -0.50
C -0.652 0.050 -4.886 -0.72
C -0.471 -0.063 -3.518 -0.28
H 5.571 -0.191 -0.478 0.47
H 5.978 2.153 0.217 0.40
H 4.083 3.746 0.344 0.42
H 1.807 2.996 -0.230 0.46
H -0.820 2.612 -2.297 0.37
H -2.341 4.285 -1.321 0.42
H -2.790 4.285 1.110 0.37
H -1.694 2.609 2.567 0.45
H -0.178 0.946 1.604 0.23
H 2.310 1.852 -3.182 0.41
H 2.000 2.025 -5.620 0.41
H 0.103 0.882 -6.715 0.38
H -1.480 -0.458 -5.363 0.44
H -1.154 -0.665 -2.926 0.39
O -4.043 -1.916 -1.057 -0.76
C -4.357 -1.467 0.172 0.33
C -5.702 -1.197 0.433 -0.72
C -6.094 -0.732 1.670 -0.28
C -5.155 -0.524 2.678 -0.91
C -3.825 -0.788 2.425 -0.39
C -3.401 -1.261 1.180 0.06
C -1.961 -1.513 0.917 1.19
O -1.623 -1.895 -0.264 -1.02
N -1.141 -1.304 1.923 -0.53
N 0.188 -1.484 1.603 0.29
C 0.986 -1.312 2.581 -0.14
S 0.407 -0.925 4.192 0.01
C 2.072 -0.664 4.872 -0.61
C 3.034 -1.592 4.156 -0.63
S 2.726 -1.425 2.379 -0.05
H -3.071 -2.055 -1.065 0.33
H -6.416 -1.366 -0.362 0.44
H -7.142 -0.529 1.855 0.38
H -5.462 -0.161 3.650 0.41
H -3.075 -0.635 3.189 0.49
H 2.030 -0.883 5.939 0.38
H 2.360 0.377 4.732 0.29
H 2.877 -2.628 4.453 0.31
H 4.072 -1.318 4.340 0.42
C 1.767 -4.632 -0.908 -0.67
O 0.585 -3.895 -0.997 -0.75
H 1.539 -5.701 -0.817 0.25
H 2.379 -4.353 -0.037 0.25
H 2.395 -4.506 -1.803 0.25
```



4.
The following is a quantum chemistry calculation of a structure of composition C29H26ClN5O3Tl, from OMol25.

The value obtained for the HOMO-LUMO gap is 0.2470 hartree. Its charge is -1. As for the HOMO energy: -4.208 eV.

Structure (XYZ):
```
65
Properties=species:S:1:pos:R:3:mulliken_charge:R:1
Tl -0.257 -1.655 -1.015 1.01
C 3.488 -3.099 5.340 -1.53
C 2.506 -2.588 4.318 0.74
C 1.231 -2.151 4.676 -1.08
C 0.318 -1.724 3.735 -0.16
C 0.605 -1.697 2.348 0.23
N -0.342 -1.357 1.416 -0.46
C -1.231 -0.354 1.769 0.01
C -0.798 0.880 2.287 0.44
C -1.677 1.896 2.590 -1.08
C -3.052 1.761 2.388 0.83
C -4.001 2.899 2.661 -1.54
C -3.501 0.558 1.874 -0.27
C -2.614 -0.475 1.582 -0.42
N -3.164 -1.702 1.101 0.90
C -3.992 -2.534 1.763 -0.23
C -4.306 -3.565 0.905 -0.81
C -3.601 -3.261 -0.271 -0.41
N -2.920 -2.130 -0.146 -0.77
C 1.912 -2.103 2.016 -0.29
C 2.823 -2.539 2.971 -0.37
N 2.393 -2.005 0.671 0.90
C 2.629 -0.844 0.015 -0.47
C 3.210 -1.177 -1.185 -0.40
C 3.294 -2.582 -1.154 -0.56
N 2.804 -3.080 -0.027 -1.04
H 3.322 -2.634 6.313 0.37
H 4.516 -2.888 5.040 0.36
H 3.404 -4.182 5.475 0.27
H 0.942 -2.158 5.723 0.34
H -0.669 -1.411 4.052 0.41
H 0.266 1.030 2.415 0.51
H -1.287 2.837 2.963 0.30
H -3.599 3.571 3.421 0.39
H -4.970 2.536 3.009 0.37
H -4.175 3.492 1.759 0.26
H -4.558 0.398 1.688 0.41
H -4.272 -2.332 2.783 0.44
H -4.937 -4.414 1.107 0.38
H -3.550 -3.815 -1.195 0.42
H 3.809 -2.833 2.627 0.38
H 2.319 0.102 0.428 0.37
H 3.507 -0.499 -1.967 0.48
H 3.684 -3.252 -1.905 0.44
C -0.058 4.502 -5.411 -1.33
C 0.808 3.297 -5.181 0.97
C 1.988 3.101 -5.876 -0.84
C 2.779 1.990 -5.619 0.26
Cl 4.265 1.768 -6.514 -0.27
C 2.413 1.070 -4.660 -0.94
C 1.230 1.255 -3.953 0.09
C 0.419 2.349 -4.223 0.36
O -0.768 2.581 -3.623 -0.44
C -1.110 1.761 -2.513 -0.36
C -0.092 1.833 -1.346 0.25
O 0.428 2.924 -1.128 -0.76
O 0.069 0.750 -0.697 -0.46
H 0.390 5.166 -6.150 0.39
H -0.197 5.043 -4.474 0.28
H -1.051 4.208 -5.757 0.30
H 2.304 3.824 -6.618 0.33
H 3.041 0.214 -4.452 0.49
H 0.971 0.544 -3.180 0.09
H -1.283 0.726 -2.824 0.28
H -2.056 2.173 -2.163 0.26
```



In kJ/mol, the ΔE to the lowest compared entry with this formula, charge and spin values for the records above are, in order, 112.61, 335.82, 13.43, 2.43.
In eV/Å, the maximum force values for the records above are, in order, 4.434, 0.463, 0.269, 0.246.